# C28H44B2N12P2Sn

A structure of composition C28H44B2N12P2Sn (ωB97M-V with the def2-TZVPD basis set, the Open Molecules 2025 dataset).

Structure (XYZ):
```
89
Properties=species:S:1:pos:R:3:forces:R:3:mulliken_spin:R:1
Sn 0.463683 0.144614 -0.067200 0.05 -0.01 0.28 0.370
H 1.775568 0.220750 -3.752355 0.00 0.00 0.01 0.000
H -0.660760 -1.880036 -4.949318 -0.01 -0.01 0.01 0.000
H -2.933433 2.910554 0.647065 0.01 -0.03 -0.04 0.002
H -6.674742 1.666245 -0.268934 0.06 0.03 -0.02 0.000
H 5.491550 -0.698031 -0.210283 0.01 -0.01 -0.02 0.000
C 4.584553 -0.370298 -0.690304 0.00 0.05 0.02 -0.001
C -3.994090 2.749736 0.457106 0.21 -0.11 -0.04 -0.006
C -1.240926 0.061451 -4.057797 0.05 0.05 -0.01 -0.004
C 6.116156 -3.073964 2.126674 0.01 0.02 0.00 0.000
H -2.704670 1.803813 -1.805741 0.04 -0.14 0.14 0.000
H -1.731228 2.602702 -3.362485 -0.25 0.06 0.06 -0.002
C -6.225048 0.795299 0.209917 0.14 -0.23 0.13 0.000
H -0.820824 2.023071 1.847419 0.00 0.00 0.01 0.083
C 0.738848 -3.912223 1.595001 0.04 0.01 0.04 0.009
N 2.032663 -2.149816 1.239861 0.02 0.00 0.00 0.011
H 1.973218 3.120068 0.362589 -0.01 0.00 0.01 0.002
H -1.948574 -3.650186 0.803473 0.00 0.01 0.01 0.001
C 1.025267 1.508469 2.815754 -0.02 0.03 0.01 0.008
C -6.206589 -0.451798 -0.711777 0.05 0.12 0.08 0.000
C -0.707829 -1.217606 -4.101999 -0.02 -0.01 -0.01 0.012
H 7.504690 -0.990724 4.295608 -0.01 0.00 0.01 0.000
C 0.364665 4.455108 -0.438571 -0.08 -0.03 -0.03 0.013
H -1.216749 -3.685055 -0.796158 0.01 0.00 0.00 0.001
C -1.263398 -3.124025 0.139609 -0.02 0.02 0.01 -0.033
H -4.806466 -2.148280 -2.531824 0.08 -0.07 -0.08 0.000
C -0.215569 2.331750 2.705477 -0.01 0.00 -0.02 -0.071
H 6.485233 -2.053735 5.266108 0.00 0.01 0.00 0.000
H 3.799155 0.203925 3.956318 -0.01 0.00 0.01 -0.001
H 4.693584 -3.253303 0.429254 -0.01 0.00 0.00 0.000
C -3.708194 0.075082 1.696513 0.06 -0.13 -0.12 0.063
H 1.909213 2.032407 4.775830 0.00 0.00 0.00 0.000
H -1.661861 -2.128441 -0.079949 0.00 -0.01 0.01 0.068
C -5.040385 1.084625 -2.922301 0.14 0.00 -0.06 0.002
N 1.425707 0.666143 1.848376 0.09 0.06 -0.06 0.041
H 1.550851 1.752930 -2.891283 0.00 -0.01 0.01 0.000
H 7.784505 -2.731797 4.284843 0.00 0.00 0.00 0.000
H -1.711488 0.651477 -4.828311 0.04 0.00 -0.02 0.002
C 1.961012 -3.323694 1.874482 0.00 0.02 -0.01 0.012
B 3.163798 -1.061023 1.372525 -0.01 0.09 -0.09 0.025
H 0.626429 5.455935 -0.142844 0.01 0.00 0.00 0.001
C -0.197892 -1.422625 -2.826473 0.04 0.04 -0.04 0.003
H -5.798611 0.599950 -3.543925 -0.02 0.01 0.00 0.000
H 2.997026 1.478194 -3.855963 0.00 -0.01 0.00 0.000
H 2.784366 -3.665851 2.480346 -0.01 -0.03 0.00 0.000
C 1.939363 1.471864 3.857592 0.02 -0.03 0.00 0.005
H -4.295997 3.292683 -0.436971 -0.04 0.00 -0.01 0.000
H -7.063009 -0.597576 -1.369681 -0.07 0.12 0.07 0.000
H 5.118866 0.399351 -2.688721 0.00 0.00 0.00 0.000
C -3.925417 -1.580044 -2.215589 0.34 0.29 0.10 0.002
C 2.282521 1.004433 -3.186706 0.01 0.02 -0.02 0.003
N 0.429592 2.247681 -0.763434 -0.14 -0.10 0.09 -0.054
C -0.726391 4.055101 -1.195397 0.15 0.04 -0.02 0.016
H 0.349726 -2.261795 -2.424531 0.01 0.00 -0.01 0.002
N 5.048818 -1.299006 3.011094 0.01 0.02 -0.03 0.000
N -0.423284 -0.339929 -2.071843 -0.03 -0.21 0.04 0.172
C 5.045234 -2.783443 1.335063 0.00 0.01 -0.04 0.000
H 0.381343 -4.865497 1.943934 0.00 0.00 -0.01 0.000
H -5.429606 2.028715 -2.542100 -0.04 -0.02 0.02 0.000
H -3.469309 -0.950782 1.416823 -0.04 -0.01 0.01 -0.023
H 0.024060 3.387315 2.574925 0.01 0.00 0.01 0.004
P -4.405559 1.014420 0.330824 -0.49 0.49 0.07 0.045
H -6.072413 -1.364324 -0.125761 0.03 -0.03 -0.04 0.000
H -0.809269 2.239544 3.614962 -0.01 -0.01 0.00 0.003
N 3.412756 -0.467092 -0.057426 0.02 -0.06 0.00 -0.004
H -1.504613 4.641892 -1.657140 0.04 0.01 -0.04 0.001
P -4.656217 -0.062456 -1.599113 -0.65 -0.31 -0.16 0.003
H -6.701093 0.661466 1.181183 -0.06 -0.08 -0.05 0.000
C 6.075735 -2.111206 3.167668 0.01 -0.03 0.00 0.000
C 4.378570 0.190570 -1.936217 0.01 0.00 0.02 -0.001
N -1.070641 0.570939 -2.827648 0.13 0.20 -0.02 0.018
C 1.058656 3.281490 -0.187141 0.03 0.01 -0.03 0.013
N -0.677818 2.727091 -1.375375 -0.02 0.15 -0.21 0.067
C 0.084146 -3.009955 0.769816 -0.03 -0.01 -0.03 0.017
B -1.618798 1.958375 -2.358540 0.10 -0.18 0.02 0.008
H -2.801125 0.572371 2.041646 0.02 -0.02 -0.04 -0.014
H -3.395448 -2.134702 -1.442951 -0.06 -0.01 0.03 0.000
H -4.585565 3.093569 1.314422 0.05 0.08 -0.02 0.000
H -4.449683 0.066772 2.498777 0.03 0.01 0.02 0.004
H -3.261663 -1.394935 -3.060312 0.04 0.02 0.02 0.000
N 4.406577 -1.702906 1.876423 -0.06 -0.06 0.10 0.000
C 2.903667 0.556490 3.472619 0.03 0.02 -0.01 0.007
C 7.015362 -1.963758 4.318661 0.01 -0.01 -0.02 0.000
N 2.433826 0.037397 -0.866179 0.00 -0.11 -0.01 0.026
C 3.015740 0.432544 -2.020631 -0.01 0.06 0.01 -0.002
H -4.147925 1.284865 -3.513073 -0.01 0.00 0.02 0.000
H 6.837567 -3.860917 1.988442 0.00 0.00 0.01 0.000
N 2.588381 0.078765 2.262214 -0.06 -0.07 0.01 0.013
N 0.877919 -1.947166 0.551038 0.02 0.01 -0.07 0.057
```
Forces are in eV/Å.

Output
HOMO (alpha / beta) = -0.552 / -0.552 Eh
2S+1 = 2
Total charge = +3
Orbital gap (alpha / beta) = 5.96 / 5.81 eV